Entry 1:
Below is a molecular structure, C24H15F5IrN6OSbSe5Te in a non-equilibrium geometry, with properties calculated with ωB97M-V with the def2-TZVPD basis set.

Last column: Löwdin spin population.
Positions of all 59 atoms, in Å:
Ir 0.0148 -0.1178 0.5575  0.936
C -5.0673 -1.3895 2.9780  0.066
C -4.3586 -0.2421 2.6377  -0.005
C -3.3564 -0.3012 1.6822  0.059
C -3.0647 -1.5132 1.0683  0.039
C -3.7767 -2.6624 1.3920  0.063
C -4.7765 -2.5953 2.3517  -0.003
N -1.9761 -1.5481 0.1461  0.581
N -2.0793 -2.4084 -0.7894  0.555
C -0.9199 -2.7432 -1.5036  0.144
C -1.1057 -3.3055 -2.7728  0.055
C -0.0234 -3.7435 -3.5037  0.050
C 1.2611 -3.6801 -2.9371  0.104
C 1.4657 -3.1487 -1.6842  0.014
C 0.3847 -2.6164 -0.9537  0.149
H -5.8413 -1.3441 3.7339  0.004
H -4.5847 0.7017 3.1177  -0.002
H -2.8036 0.5863 1.3972  0.006
H -3.5280 -3.5931 0.9001  0.008
H -5.3252 -3.4908 2.6161  -0.001
H -2.1115 -3.3367 -3.1739  0.002
H -0.1602 -4.1164 -4.5112  0.001
H 2.1116 -4.0441 -3.5019  0.006
H 2.4502 -3.0730 -1.2409  -0.002
Se -1.2629 3.2861 -5.4153  0.329
Sb -1.0291 0.9610 -4.7718  0.224
Se -2.1470 0.8754 -2.3569  0.432
Se 0.0442 0.3421 -1.7866  0.510
Se -2.2836 -0.6098 -6.1292  0.368
Se 0.2997 4.0625 6.9585  0.000
N 0.2791 4.4672 5.2075  0.000
C 0.1527 3.3504 4.5556  0.000
C 0.0825 3.2741 3.0918  0.000
C 0.1915 4.3730 2.2851  0.004
C 0.1143 4.2029 0.9011  0.000
C -0.0546 2.9327 0.3929  0.015
N -0.1494 1.8344 1.1504  0.010
C -0.0868 1.9893 2.5155  0.007
C -0.1722 0.8228 3.3039  0.003
N -0.3081 -0.3560 2.6389  0.008
C -0.3931 -1.4970 3.3237  0.002
C -0.3419 -1.5482 4.6995  0.000
C -0.1767 -0.3504 5.4058  -0.001
C -0.1047 0.8345 4.7198  0.000
C 0.0590 2.1378 5.3672  0.000
N 0.1071 2.3020 6.6548  0.000
H 0.3340 5.3485 2.7310  0.000
H 0.1972 5.0383 0.2209  0.000
H -0.1277 2.7784 -0.6738  0.011
H -0.4889 -2.3926 2.7206  0.001
H -0.4101 -2.4989 5.2065  0.000
H -0.0883 -0.3422 6.4843  0.000
F 2.8761 1.0126 2.4260  0.002
Te 2.9169 -0.8643 1.8763  0.007
F 2.5753 0.0718 0.0086  0.070
F 3.6295 -2.6795 1.5865  0.003
F 4.6720 -0.4453 1.3942  0.000
F 3.4725 -1.0997 3.7073  0.002
O 0.6143 -2.0373 0.1942  0.166

- Orbital gap (spin up / spin down): 4.363 / 4.112 eV
- DFT total energy: -14446.5540 Eh
- 2S+1: 6
- Charge: -1
- HOMO energy (spin up / spin down): -4.154 / -4.846 eV

---

Entry 2:
Below is a molecular structure, C24H16BrCl5N4O2PdS in a non-equilibrium geometry, with properties calculated with ωB97M-V with the def2-TZVPD basis set.

Last column: natural (NBO) charge in e.
Positions of all 54 atoms, in Å:
Pd -0.1333 0.2181 0.2775  1.203
C 3.5896 0.3626 -3.9405  -0.641
C 3.3251 -0.1210 -2.5443  -0.015
C 4.2462 -0.8633 -1.8130  -0.097
C 3.9520 -1.2794 -0.5262  -0.233
C 2.7342 -0.9178 0.0071  0.123
Br 2.2687 -1.3683 1.7584  0.169
N 1.8272 -0.2114 -0.6752  -0.470
C 2.1136 0.1658 -1.9320  0.036
H 4.6578 0.4430 -4.1294  0.244
H 3.1181 1.3283 -4.1159  0.233
H 3.1721 -0.3346 -4.6692  0.256
H 5.2023 -1.1227 -2.2509  0.253
H 4.6481 -1.8604 0.0603  0.267
H 1.3339 0.6831 -2.4707  0.266
O -1.6789 1.3341 -3.3279  -0.520
C -1.5416 0.8068 -2.2610  0.749
O -0.5464 0.1120 -1.8093  -0.774
C -2.6393 0.9036 -1.2200  0.114
C -3.9648 1.0617 -1.5807  -0.184
C -4.9155 1.0810 -0.5743  -0.097
C -4.5055 0.9858 0.7533  -0.208
C -3.1631 0.8602 1.0364  0.018
N -2.2581 0.8047 0.0482  -0.387
H -4.2120 1.1680 -2.6279  0.279
H -5.9668 1.1698 -0.8143  0.259
H -5.2168 1.0173 1.5663  0.260
H -2.8032 0.8088 2.0553  0.233
N 2.0522 6.9905 0.2088  -0.738
C 1.3738 6.2845 1.1202  0.035
S 1.0277 6.8472 2.6223  -0.008
C 0.9645 4.8964 0.7534  0.013
C 1.6745 4.1246 -0.1667  -0.180
C 1.2818 2.8282 -0.4174  0.047
N 0.2251 2.2804 0.1920  -0.385
C -0.4840 3.0208 1.0643  0.069
C -0.1479 4.3188 1.3564  -0.195
H 2.3442 7.9272 0.4421  0.436
H 2.2205 6.6655 -0.7281  0.399
H 2.5564 4.4961 -0.6691  0.242
H 1.8142 2.2273 -1.1339  0.233
H -1.3439 2.5598 1.5183  0.224
H -0.7462 4.8867 2.0550  0.283
Cl -1.1578 -2.0463 0.5912  0.214
C -1.1871 -1.3575 2.1949  -0.044
C -0.5930 -0.1261 2.2696  -0.162
C -0.4265 0.4741 3.5001  -0.037
Cl 0.4696 1.9313 3.6578  0.087
C -0.9565 -0.1519 4.6397  -0.109
Cl -0.7838 0.5847 6.1633  0.146
C -1.6155 -1.3849 4.5270  -0.069
Cl -2.2877 -2.1285 5.8996  0.149
C -1.7152 -2.0185 3.2829  -0.128
Cl -2.4475 -3.5420 3.0859  0.140

- Orbital gap: 4.048 eV
- DFT total energy: -6694.0824 Eh
- Charge: +2
- HOMO energy: -13.522 eV

---

Entry 3:
Below is a molecular structure, C24H16N10O5RuS3 in a non-equilibrium geometry, with properties calculated with ωB97M-V with the def2-TZVPD basis set.

Last column: Löwdin spin population.
Positions of all 59 atoms, in Å:
Ru 2.3939 -1.6607 1.2076  0.756
C -0.9636 -3.0778 -2.8064  0.000
N -0.2457 -3.2257 -1.5350  0.000
C 0.0531 -2.3467 -0.5819  0.003
N 0.9196 -2.8777 0.2593  0.008
C 1.1135 -4.1318 -0.2275  0.001
N 0.4271 -4.3823 -1.3117  0.005
C -1.9623 -1.9468 -2.8849  0.000
C -3.2285 -2.2171 -3.3929  0.000
C -4.1649 -1.2061 -3.5555  0.000
C -3.8707 0.0857 -3.1561  0.000
C -2.6186 0.3627 -2.6209  0.000
C -1.6539 -0.6353 -2.5334  0.000
C -2.3359 1.6867 -2.0595  0.000
N -2.7250 2.8519 -2.4321  0.000
N -2.2486 3.7457 -1.4749  0.000
C -1.6128 3.0413 -0.6067  0.000
O -1.6270 1.7198 -0.9054  0.001
C -0.9848 3.4584 0.6467  0.000
C -0.4925 4.7496 0.7990  0.000
C 0.0804 5.1171 2.0046  0.000
C 0.1598 4.2068 3.0517  0.000
C -0.3401 2.9198 2.9048  0.000
C -0.2714 1.9324 4.0570  0.000
N -0.0016 0.5774 3.6018  0.001
C 1.1648 0.0644 3.2180  0.002
N 0.9551 -1.0951 2.6095  0.005
C -0.3923 -1.2379 2.6574  0.001
N -1.0148 -0.2466 3.2484  0.000
C -0.9096 2.5500 1.6946  0.000
H -1.4746 -4.0243 -2.9622  0.000
H -0.2102 -2.9765 -3.5904  0.000
H -0.3106 -1.3376 -0.5057  0.002
H 1.7941 -4.8361 0.2211  0.001
H -3.4840 -3.2332 -3.6707  0.000
H -5.1392 -1.4365 -3.9661  0.000
H -4.6028 0.8789 -3.2306  0.000
H -0.6608 -0.3620 -2.1966  0.000
H -0.5497 5.4429 -0.0298  0.000
H 0.4858 6.1130 2.1266  0.000
H 0.6300 4.4990 3.9843  0.000
H -1.2162 1.8934 4.5967  0.000
H 0.5123 2.2179 4.7575  0.000
H 2.1378 0.5146 3.3486  0.000
H -0.9063 -2.0983 2.2623  0.000
H -1.2888 1.5480 1.5553  0.000
S 1.6273 0.3157 0.2307  0.063
C 2.0733 0.1982 -1.4363  0.020
C 1.5490 1.1848 -2.3133  0.002
N 1.0751 2.0057 -2.9710  0.007
C 2.8836 -0.8158 -1.8563  -0.007
S 3.5439 -2.0155 -0.7908  0.095
C 3.2066 -0.9452 -3.2403  -0.002
N 3.4553 -1.0441 -4.3608  -0.010
O 4.9546 -1.9917 4.1649  0.000
S 4.3559 -2.1421 2.8656  0.006
O 5.1761 -2.7166 1.8277  0.001
O 3.7767 -0.7534 2.3839  0.038
O 3.0028 -2.8653 2.9200  0.001

- Orbital gap (spin up / spin down): 6.791 / 6.762 eV
- DFT total energy: -3137.5485 Eh
- 2S+1: 2
- Charge: -1
- HOMO energy (spin up / spin down): -4.858 / -5.109 eV

---

Entry 4:
Below is a molecular structure, C24H17Br2N3OPmS5Se4 in a non-equilibrium geometry, with properties calculated with ωB97M-V with the def2-TZVPD basis set.

Last column: Löwdin spin population.
Positions of all 57 atoms, in Å:
Pm -0.2813 -0.7608 -0.1941  4.057
C -1.5819 -3.7620 3.6708  0.000
C -1.8904 -2.8507 4.6949  0.000
C -1.5802 -1.5087 4.5240  0.000
C -1.1994 -1.0543 3.2393  0.000
N -0.8862 -1.9440 2.2494  -0.004
C -1.1006 -3.2494 2.4609  0.000
C -1.1334 0.4004 2.9000  0.000
C -1.6039 1.3506 3.8158  0.000
C -1.4674 2.7153 3.5569  0.000
C -0.8329 3.1357 2.3753  0.000
C -0.3222 2.1333 1.5463  0.000
N -0.5311 0.8304 1.7642  -0.006
H -1.7364 -4.8629 3.8006  0.000
H -2.4069 -3.1331 5.6013  0.000
H -1.5941 -0.8289 5.3727  0.000
H -0.8533 -3.8822 1.6212  0.000
H -2.1768 1.0044 4.6959  0.000
H -1.8048 3.4678 4.2872  0.000
H -0.8128 4.1890 2.1088  0.000
H 0.2047 2.3895 0.6640  0.000
C 1.5679 0.1401 -3.8757  0.000
C 2.4740 0.1670 -2.6614  0.000
C 3.7751 0.7383 -2.9453  0.000
C 4.7031 0.8502 -1.9644  0.000
C 4.3719 0.3281 -0.6472  0.000
C 5.2767 0.4231 0.4126  -0.001
Br 6.9096 1.2902 0.1961  0.000
C 4.9892 -0.1123 1.6545  0.000
C 3.7652 -0.7065 1.9262  -0.001
Br 3.4536 -1.4949 3.5998  0.000
C 2.7985 -0.7155 0.8539  0.000
O 1.6240 -1.2409 1.0572  -0.006
C 3.1131 -0.2562 -0.4432  0.000
N 2.1751 -0.3216 -1.4671  -0.003
H 2.1895 0.1293 -4.7361  0.000
H 0.8430 0.9672 -3.8902  0.000
H 1.0150 -0.8258 -3.8518  0.000
H 4.0406 1.0252 -3.9452  0.000
H 5.6374 1.3681 -2.0843  0.000
H 5.6940 -0.0219 2.4745  0.000
Se -3.3749 -0.7951 0.3205  -0.010
Se -3.9865 -2.9892 0.1318  -0.001
Se -2.9063 -3.7896 -1.7385  0.000
Se -0.6321 -3.3913 -1.5076  -0.014
C -2.8087 -0.8678 -4.4851  0.000
S -2.5971 -0.4714 -2.7185  -0.001
C -2.8812 1.2753 -2.7308  -0.001
C -1.8844 2.1371 -2.3626  -0.001
S -0.3999 1.7622 -1.5918  -0.008
S -2.0677 3.8188 -2.8252  0.000
C -3.7847 3.7140 -3.3466  0.000
S -4.6636 5.0318 -3.8004  0.000
S -4.3351 2.0195 -3.3337  0.000
H -2.6770 0.0234 -5.0904  0.000
H -3.7868 -1.3608 -4.6633  0.000
H -2.0393 -1.6275 -4.6763  0.000

- Orbital gap (spin up / spin down): 5.442 / 5.450 eV
- DFT total energy: -18517.6018 Eh
- 2S+1: 5
- Charge: -1
- HOMO energy (spin up / spin down): -3.867 / -3.875 eV